57
Properties=species:S:1:pos:R:3:lowdin_charge:R:1 method="wB97M-V/def2-TZVPD" multiplicity=1 e_lumo_ev=-0.6520 homo_ev=-8.627 homo_lumo_gap_ha=0.2931 energy_ev=-50724.181 smiles="Cn1cnnc1Sc1ccc(C(=O)NCCC(c2ccccc2)c2ccccc2)cc1[N+](=O)[O-]"
C 7.1454 1.6664 -0.5454 -0.030
N 6.5789 0.6344 0.2711 -0.107
C 7.1399 -0.5071 0.7475 -0.155
N 6.2590 -1.2245 1.3806 0.019
N 5.0888 -0.5779 1.3417 0.028
C 5.2828 0.5281 0.6739 -0.655
S 4.0724 1.7477 0.3676 1.056
C 2.6622 0.6942 0.1985 -0.421
C 1.5254 1.0636 0.9108 -0.076
C 0.3833 0.2907 0.8902 -0.013
C 0.3463 -0.8852 0.1425 -0.101
C 1.4570 -1.2344 -0.6077 0.088
C 2.6102 -0.4580 -0.5944 -0.136
N 3.6782 -0.8717 -1.4656 -0.336
O 3.6131 -1.9736 -1.9578 0.106
O 4.5762 -0.0803 -1.6884 0.028
H 1.4234 -2.1190 -1.2278 0.136
C -0.8638 -1.7639 0.0440 -0.467
O -1.0944 -2.4198 -0.9514 0.073
N -1.6483 -1.7793 1.1415 0.083
H -1.3985 -1.2272 1.9453 0.139
C -2.8823 -2.5260 1.2053 -0.157
H -2.9304 -3.1232 0.2919 0.124
H -2.8471 -3.2011 2.0675 0.124
C -4.1089 -1.6186 1.3182 -0.137
H -3.9820 -0.9616 2.1808 0.109
H -4.9802 -2.2518 1.4961 0.125
C -4.3493 -0.7975 0.0439 -0.228
C -5.7388 -0.2007 -0.0346 -0.191
C -6.2626 0.0928 -1.2891 -0.029
C -7.5079 0.6774 -1.4209 -0.079
C -8.2535 0.9821 -0.2946 -0.094
C -7.7412 0.6980 0.9581 -0.081
C -6.4924 0.1137 1.0881 -0.046
H -6.1180 -0.0995 2.0778 0.105
H -8.3155 0.9324 1.8428 0.102
H -9.2274 1.4382 -0.3933 0.100
H -7.8982 0.8954 -2.4042 0.103
H -5.6836 -0.1405 -2.1712 0.117
C -3.3647 0.3403 -0.1188 -0.195
C -3.2915 1.3579 0.8252 -0.035
C -2.4208 2.4193 0.6533 -0.088
C -1.6100 2.4800 -0.4680 -0.104
C -1.6814 1.4752 -1.4170 -0.074
C -2.5572 0.4174 -1.2464 -0.038
H -2.6046 -0.3612 -1.9931 0.118
H -1.0565 1.5164 -2.2967 0.111
H -0.9305 3.3084 -0.6028 0.104
H -2.3794 3.2051 1.3941 0.104
H -3.9335 1.3329 1.6942 0.113
H -4.2261 -1.4716 -0.8106 0.147
H -0.4812 0.6226 1.4441 0.106
H 1.5605 1.9677 1.4986 0.107
H 8.1684 -0.7701 0.6151 0.120
H 7.1231 2.6222 -0.0183 0.094
H 8.1737 1.4058 -0.7862 0.097
H 6.5624 1.7513 -1.4643 0.090

=====

59
Properties=species:S:1:pos:R:3:lowdin_charge:R:1 method="wB97M-V/def2-TZVPD" multiplicity=1 relative_energy_kcal_mol=0.0 e_lumo_ev=-2.4991 homo_ev=-6.624 homo_lumo_gap_ha=0.1516 energy_ev=-46022.701
C -5.1949 1.8825 -1.7226 -0.065
O -4.9625 0.6206 -1.0613 -0.099
C -3.9788 0.5478 -0.1302 -0.281
C -3.6587 -0.7469 0.3539 -0.017
C -2.4716 -0.9417 1.0081 -0.047
C -1.5481 0.1339 1.1684 -0.249
C -0.1834 -0.1363 1.5164 -0.057
C 0.8552 0.8255 1.4862 -0.190
N 1.8351 0.7787 2.4221 -0.064
C 1.6806 -0.0344 3.6179 -0.152
C 2.9607 0.1869 4.4320 -0.154
C 3.9688 0.8558 3.4897 -0.149
C 3.1812 1.3001 2.2438 -0.145
C 0.9179 1.8355 0.4068 -0.159
C 0.3250 1.5378 -0.8301 -0.065
C 0.5609 2.2806 -1.9793 -0.064
C 1.3084 3.4594 -1.8756 -0.078
C 1.7459 3.8797 -0.6103 -0.077
C 1.5130 3.1063 0.5302 -0.043
C -2.0477 1.4569 0.9730 -0.040
C -3.2263 1.6711 0.2930 -0.016
H -6.0189 1.6629 -2.3988 0.090
H -5.4883 2.6643 -1.0085 0.089
H -4.3087 2.2012 -2.2896 0.097
H -4.3542 -1.5576 0.1344 0.119
H -2.1908 -1.9312 1.3688 0.112
H 0.0179 -1.1239 1.9353 0.106
H 0.7846 0.2688 4.1823 0.133
H 1.5608 -1.0969 3.3547 0.111
H 2.7185 0.8654 5.2574 0.107
H 3.3278 -0.7577 4.8420 0.109
H 4.4109 1.7350 3.9667 0.105
H 4.7718 0.1705 3.1969 0.109
H 3.6487 0.9358 1.3139 0.132
H 3.1868 2.3966 2.1901 0.093
H -0.3524 0.6994 -0.8926 0.060
H 0.1386 1.9051 -2.9101 0.091
H 1.5190 4.0426 -2.7722 0.101
H 2.2795 4.8295 -0.5064 0.104
H 1.7638 3.4942 1.5223 0.111
H -1.4641 2.3174 1.3088 0.122
H -3.5490 2.6802 0.0255 0.106
O -1.9680 -4.8458 -4.2157 0.091
N -0.8596 -4.9390 -3.6603 -0.310
O -0.1610 -5.9765 -3.7076 0.058
C -0.3127 -3.8429 -2.8871 -0.054
C 0.8120 -4.0290 -2.0860 0.110
C 1.2361 -2.9866 -1.2333 -0.098
N 2.4343 -3.1556 -0.4462 -0.306
O 3.0428 -4.2393 -0.5056 0.082
O 2.8407 -2.1889 0.2519 0.059
C 0.5936 -1.7329 -1.1991 0.128
C -0.4049 -1.4716 -2.1625 -0.179
N -0.9177 -0.2968 -2.6291 0.175
O -1.8131 -0.6850 -3.6444 -0.025
N -1.8009 -2.0484 -3.8726 0.180
C -0.9128 -2.5290 -2.9647 -0.140
H 1.3439 -4.9772 -2.1039 0.138
H 0.8641 -0.9570 -0.4868 0.096

=====

53
Properties=species:S:1:pos:R:3:lowdin_charge:R:1 method="wB97M-V/def2-TZVPD" multiplicity=1 relative_energy_kcal_mol=1.1 e_lumo_ev=0.0320 homo_ev=-9.068 homo_lumo_gap_ha=0.3344 energy_ev=-35979.750 smiles="Cc1ccc(C(=O)c2ccccc2C(=O)OCC(=O)NCCc2ccccc2)cc1"
C 2.8990 0.7115 2.4312 -0.047
C 2.1190 1.4143 1.3667 -0.270
C 1.9218 0.8387 0.1161 -0.045
C 1.1627 1.4738 -0.8483 -0.008
C 0.6012 2.7209 -0.5823 -0.158
C 0.8196 3.3118 0.6630 -0.002
C 1.5589 2.6619 1.6253 -0.034
H 1.7015 3.1151 2.5945 0.121
H 0.3799 4.2788 0.8553 0.124
C -0.2374 3.4418 -1.5617 -0.333
O -0.5214 4.6146 -1.4539 0.124
C -0.6912 2.6521 -2.7554 -0.097
C -0.1452 2.9638 -3.9943 -0.005
C -0.5297 2.2739 -5.1312 -0.056
C -1.4753 1.2634 -5.0467 -0.063
C -2.0372 0.9531 -3.8243 0.001
C -1.6565 1.6424 -2.6736 -0.070
C -2.3111 1.2672 -1.4017 -0.409
O -3.0075 0.2814 -1.2695 0.096
O -2.0599 2.1308 -0.4193 0.017
C -2.5935 1.8833 0.8780 -0.026
H -2.5290 2.8374 1.4018 0.143
H -3.6343 1.5520 0.7953 0.138
C -1.7603 0.8312 1.6365 -0.454
O -0.9758 1.1337 2.5092 0.073
N -2.0228 -0.4259 1.2456 0.077
H -2.6268 -0.5681 0.4427 0.114
C -1.2733 -1.5655 1.7176 -0.150
H -1.9704 -2.3413 2.0493 0.130
H -0.6792 -1.2317 2.5707 0.122
C -0.3596 -2.1211 0.6162 -0.126
C 0.4319 -3.2884 1.1311 -0.238
C 0.0420 -4.5930 0.8610 -0.044
C 0.7618 -5.6622 1.3656 -0.087
C 1.8792 -5.4386 2.1509 -0.096
C 2.2734 -4.1405 2.4293 -0.081
C 1.5532 -3.0742 1.9232 -0.040
H 1.8593 -2.0620 2.1414 0.095
H 3.1447 -3.9599 3.0420 0.102
H 2.4413 -6.2725 2.5445 0.100
H 0.4491 -6.6724 1.1454 0.101
H -0.8290 -4.7738 0.2470 0.111
H 0.3102 -1.3213 0.2934 0.097
H -0.9723 -2.4240 -0.2359 0.119
H -2.7839 0.1787 -3.7321 0.121
H -1.7764 0.7254 -5.9326 0.106
H -0.0930 2.5283 -6.0853 0.108
H 0.5884 3.7538 -4.0574 0.125
H 1.0164 1.0064 -1.8126 0.122
H 2.3718 -0.1200 -0.1058 0.111
H 3.6055 1.3928 2.9017 0.083
H 2.2152 0.3604 3.2045 0.086
H 3.4449 -0.1385 2.0280 0.072

=====

55
Properties=species:S:1:pos:R:3:lowdin_charge:R:1 method="wB97M-V/def2-TZVPD" multiplicity=1 relative_energy_kcal_mol=61.3 e_lumo_ev=-0.1602 homo_ev=-8.228 homo_lumo_gap_ha=0.2965 energy_ev=-40072.772 smiles="COc1ccc(OC)c(/C=C/C(=O)OCC(=O)Nc2cccc(Oc3ccccc3)c2)c1"
C 2.7046 -5.0043 -4.5378 -0.089
H 2.8683 -5.8620 -5.1881 0.093
O 2.0079 -5.5021 -3.4212 -0.085
C 1.6775 -4.6367 -2.4232 -0.275
C 0.9966 -5.1848 -1.3355 0.012
C 0.6076 -4.3929 -0.2763 -0.006
C 0.9015 -3.0316 -0.2484 -0.217
C 1.6019 -2.4665 -1.3332 -0.132
C 1.9588 -3.2809 -2.4129 0.034
H 2.4838 -2.8193 -3.2345 0.111
C 1.9572 -1.0642 -1.4047 0.007
C 2.1621 -0.2359 -0.3710 0.029
C 2.5044 1.1768 -0.5294 -0.493
O 2.9197 1.8920 0.3499 0.122
O 2.2535 1.6355 -1.7877 -0.030
C 2.4560 3.0176 -2.0114 -0.064
H 2.6555 3.1418 -3.0776 0.142
H 3.3197 3.3731 -1.4365 0.141
C 1.2636 3.9070 -1.6230 -0.430
O 1.2838 5.0922 -1.8602 0.083
N 0.2603 3.2304 -1.0165 0.155
C -0.8851 3.7262 -0.3875 -0.197
C -1.3029 5.0470 -0.5041 -0.011
C -2.4510 5.4530 0.1530 -0.065
C -3.1762 4.5746 0.9360 -0.008
C -2.7478 3.2570 1.0634 -0.260
C -1.6144 2.8290 0.3871 0.044
H -1.2954 1.7983 0.4677 0.129
O -3.5213 2.4053 1.8091 0.040
C -2.9389 1.4331 2.5772 -0.257
C -1.6772 1.5615 3.1495 -0.017
C -1.1913 0.5599 3.9700 -0.084
C -1.9522 -0.5670 4.2329 -0.125
C -3.2136 -0.6876 3.6721 -0.087
C -3.7076 0.3037 2.8466 -0.003
H -4.6897 0.2281 2.4068 0.118
H -3.8164 -1.5595 3.8785 0.104
H -1.5696 -1.3418 4.8804 0.102
H -0.2117 0.6682 4.4115 0.108
H -1.0868 2.4468 2.9646 0.122
H -4.0680 4.8872 1.4550 0.117
H -2.7804 6.4763 0.0584 0.108
H -0.7292 5.7377 -1.0979 0.101
H 0.3895 2.2326 -0.9092 0.133
H 2.1089 -0.5718 0.6517 0.121
H 2.1031 -0.6762 -2.4057 0.125
O 0.5164 -2.1976 0.7541 -0.095
C -0.3278 -2.6930 1.7671 -0.063
H -0.5744 -1.8338 2.3903 0.072
H 0.1765 -3.4495 2.3765 0.100
H -1.2502 -3.1116 1.3533 0.103
H 0.0751 -4.8521 0.5406 0.106
H 0.7746 -6.2397 -1.3441 0.122
H 3.6717 -4.5786 -4.2512 0.096
H 2.1190 -4.2510 -5.0745 0.096